No. 1
The following is a DFT calculation (ωB97M-V/def2-TZVPD) of C20H47NO4P3Ru as an isolated structure at a distorted geometry.

XYZ file:
```
76
Properties=species:S:1:pos:R:3:forces:R:3
Ru 0.01911 -0.00469 -0.59266 -6.469 0.359 1.543
P -0.85530 -0.12494 1.83376 -0.532 0.651 4.384
P 0.00696 -2.24669 -1.13649 1.468 -2.994 -1.762
P 0.01884 2.31459 -0.89594 1.451 3.194 -1.477
O -0.83748 -1.42011 2.82256 0.239 1.150 -0.930
O 3.00144 0.01141 -0.62558 -4.877 -0.120 0.640
O -2.22909 0.63811 2.37806 1.503 -1.047 -1.261
O 0.30701 0.81342 2.44023 -0.647 -0.860 -1.009
N 0.33995 0.11820 -2.69995 1.835 0.075 -1.356
C 1.54637 3.22794 -0.34695 0.316 -0.533 0.368
C 1.52538 -4.66688 -1.02896 -0.114 -0.281 -0.137
C -1.66810 -3.42108 0.72644 -0.161 0.241 0.548
C -1.51497 3.18361 -0.43154 -1.215 -0.456 0.917
C 1.83185 -0.01075 -0.47694 9.787 0.077 -0.408
C 0.15560 -2.21800 3.54985 0.124 -0.134 0.032
C -1.52964 -3.13889 -0.75435 -1.214 0.172 0.826
C 1.19150 0.64652 3.56980 0.374 1.127 0.179
C 0.10476 2.56246 -2.70785 -0.186 -0.890 -0.467
C -1.62116 3.34067 1.07070 0.002 -0.231 0.687
C 0.82298 -1.04420 -3.45363 -0.337 -0.446 -0.359
C 1.53906 -3.18775 -0.66173 0.292 0.443 0.383
C -1.79221 -4.41144 -1.54796 0.430 -0.266 -0.581
C -2.30608 1.13440 3.76702 0.555 -0.528 0.477
C 1.52482 4.73485 -0.56069 -0.188 0.381 -0.195
C 1.87825 -3.00151 0.80875 0.253 -0.109 0.318
C 0.81977 1.35781 -3.32484 -0.287 0.475 -0.370
C 1.90362 2.92011 1.09369 0.407 -0.050 0.517
C 0.10737 -2.30826 -2.96597 -0.199 0.897 -0.366
C -1.79085 4.52274 -1.09748 0.468 0.384 -0.588
H 1.27763 -4.84616 -2.07819 0.022 -0.074 0.153
H 2.53967 -5.05198 -0.85931 -0.211 0.083 -0.062
H 1.16464 -3.51698 1.46133 0.171 0.117 -0.219
H -0.13638 -3.25592 3.38838 0.043 0.100 0.046
H 2.88277 3.36132 1.32062 -0.214 -0.079 -0.063
H -2.81077 4.81836 -0.83439 0.043 -0.197 -0.009
H 1.93715 1.43647 -3.21500 -0.746 -0.285 0.148
H -0.92572 -2.29665 -3.34728 0.300 -0.067 0.049
H 1.20193 -2.08086 3.22505 -0.714 0.184 0.028
H -1.12719 5.29916 -0.71706 -0.057 -0.081 -0.091
H 1.91501 -1.94095 1.08358 0.015 -0.184 0.115
H 0.85076 5.24141 0.13643 0.093 -0.122 -0.111
H -2.67392 -0.03449 -1.22361 -0.056 0.008 -0.019
H -0.98689 -4.19710 1.08451 -0.037 0.014 -0.162
H 0.64234 1.33581 -4.42311 0.097 -0.141 0.601
H -2.81217 -4.73536 -1.32280 0.053 0.161 0.010
H 2.53539 5.10758 -0.35022 -0.179 -0.116 -0.067
H -2.65283 3.59633 1.33947 0.188 -0.035 -0.085
H 1.50794 1.68428 3.73035 0.201 -0.423 0.325
H 0.84904 -5.24746 -0.39228 0.132 0.151 -0.121
H -1.49278 -2.51379 1.30193 -0.172 -0.500 0.001
H -2.29003 2.46917 -0.74394 -0.015 0.071 -0.049
H -2.66394 -0.16478 -1.96035 -0.042 0.041 -0.018
H 2.06225 0.04542 3.30027 -0.202 -0.019 0.036
H -1.70619 2.04285 3.93970 0.035 -0.449 -0.461
H -2.69024 -3.74926 0.94967 0.202 0.006 -0.127
H 0.60811 -3.20428 -3.35111 -0.158 0.098 0.322
H -0.92731 2.59463 -3.09021 0.286 0.034 0.087
H 2.87240 -3.42886 1.00057 -0.255 0.120 0.004
H -1.97883 0.31730 4.42507 -0.057 0.376 -0.097
H -1.72028 4.49555 -2.18169 -0.064 0.103 -0.071
H -0.97304 4.12418 1.47289 -0.033 -0.028 -0.221
H -2.30004 -2.40071 -1.01320 0.009 -0.068 -0.095
H 1.27624 5.03169 -1.58136 -0.007 0.040 0.101
H 1.18089 3.34408 1.79976 0.107 -0.096 -0.168
H 0.60651 3.49166 -3.00051 -0.133 -0.112 0.319
H 2.34262 2.80629 -0.98294 -0.254 -0.044 -0.044
H 2.33715 -2.70188 -1.24935 -0.290 0.029 -0.024
H -3.32928 1.38442 4.03359 -0.175 -0.233 -0.587
H -1.38150 2.39988 1.56409 -0.082 0.454 0.109
H 0.70351 0.28780 4.47783 -0.130 -0.078 -0.335
H 0.64685 -0.90372 -4.54339 0.091 0.042 0.608
H -1.71746 -4.27026 -2.62324 -0.059 -0.114 -0.080
H 1.96666 1.84612 1.27868 0.093 0.235 0.040
H 1.94052 -1.13083 -3.35200 -0.740 0.261 0.171
H 0.07207 -1.99326 4.62059 -0.102 0.065 -0.386
H -1.12307 -5.21787 -1.24918 -0.073 0.076 -0.055
```
Positions in Å, forces in eV/Å.

For the electronic energy, the calculation gives -61600.9095 eV. The strongest force on any atom comes out at 0.19050 hartree/bohr. Its spin multiplicity is 5. Its frontier orbital gap (spin up / spin down) is 0.286 / 0.193 Eh. Its molar mass is 559.591 g/mol. As for the expectation value of S²: 6.0266. Its HOMO energy (spin up / spin down) is -17.9247 / -19.1784 eV. The net charge is +3.

Here are the Mulliken charges for atoms 1 to 6, given in e: number 1, Ru, carries -0.364; number 2, P, carries 0.522; number 3, P, carries 1.063; number 4, P, carries 1.064; number 5, O, carries -0.339; number 6, O, carries -0.294



No. 2
The following is a DFT calculation (ωB97M-V/def2-TZVPD) of one molecule with the formula C2H3F2NO at a distorted geometry.

XYZ file:
```
9
Properties=species:S:1:pos:R:3:forces:R:3
F 3.74567 -1.13938 -0.00902 0.213 -0.848 1.489
F 4.11751 1.00889 0.20226 -1.401 -1.169 0.454
O 1.89778 0.24516 -0.00050 -2.063 0.323 1.840
N -0.38823 0.45777 -0.23470 2.728 -0.253 1.509
C 3.33830 0.03876 -0.41353 0.685 1.121 -3.180
C 0.76316 -0.32275 0.17170 0.343 1.051 -1.091
H 0.68226 -1.38514 0.42848 -0.083 0.365 -0.169
H -1.19873 0.44147 0.40336 0.669 -0.333 -0.465
H 0.06489 1.39046 -0.21667 -1.091 -0.257 -0.386
```
Positions in Å, forces in eV/Å.

For the electronic energy, the calculation gives -11091.2030 eV. The strongest force on any atom comes out at 0.06690 hartree/bohr. Its spin multiplicity is 1. Its frontier orbital gap (spin up / spin down) is 0.269 / 0.264 Eh. Its molar mass is 95.048 g/mol. Its HOMO energy (spin up / spin down) is -7.4650 / -7.3861 eV. The energy above the lowest of the compared OMol25 structures with the same formula, charge and spin is 425.7 kJ/mol. The net charge is 0.

Here are the Mulliken charges for atoms 1 to 6, given in e: number 1, F, carries -0.158; number 2, F, carries -0.176; number 3, O, carries -0.127; number 4, N, carries -0.480; number 5, C, carries -0.129; number 6, C, carries 0.134



No. 3
The following is a DFT calculation (ωB97M-V/def2-TZVPD) of one molecule with the formula C4H2ClF at a distorted geometry.

XYZ file:
```
8
Properties=species:S:1:pos:R:3:forces:R:3
Cl -1.51674 -0.50292 -0.20145 1.160 0.894 -0.250
F 0.48574 -1.49245 1.48882 0.182 0.101 0.105
C 0.12181 0.19890 -0.04872 0.813 -1.015 0.087
C 0.95344 -0.42902 0.82107 -5.151 -0.759 -1.515
C 0.65304 1.24029 -0.90005 0.623 1.755 -0.333
C 1.23203 2.18018 -1.43716 -1.627 -2.781 1.754
H 1.86738 -0.18560 1.12708 3.725 1.229 0.715
H 1.78354 3.02533 -1.71253 0.276 0.576 -0.563
```
Positions in Å, forces in eV/Å.

For the electronic energy, the calculation gives -19417.0537 eV. The strongest force on any atom comes out at 0.10546 hartree/bohr. Its spin multiplicity is 1. Its frontier orbital gap is 0.364 Eh. The structure (SMILES) is C#C/C(Cl)=C/F. Its molar mass is 104.511 g/mol. Its HOMO energy is -9.3692 eV. The energy above the lowest of the compared OMol25 structures with the same formula, charge and spin is 43.9 kJ/mol. The net charge is 0.

Here are the Mulliken charges for atoms 1 to 6, given in e: number 1, Cl, carries -0.162; number 2, F, carries -0.220; number 3, C, carries -0.122; number 4, C, carries -0.092; number 5, C, carries -0.262; number 6, C, carries -0.032



No. 4
The following is a DFT calculation (ωB97M-V/def2-TZVPD) of one molecule with the formula C19H21N5O5S at a distorted geometry.

XYZ file:
```
51
Properties=species:S:1:pos:R:3:forces:R:3
S -1.30614 -1.43783 -1.59088 -0.012 0.481 -0.234
O 5.99314 0.06557 0.06544 -0.279 0.126 -0.158
O 5.61124 -2.00176 0.86148 -0.010 0.096 -0.052
O -2.22210 -1.21569 -2.67140 0.073 0.270 0.110
O -1.03162 -2.77477 -1.18200 0.253 0.113 0.218
O 0.02432 -0.98479 0.98518 -0.418 0.086 -0.022
N -6.79517 2.53839 0.04667 -0.661 0.196 -1.032
N -6.66807 2.62636 1.30389 -0.686 0.472 0.404
N 0.10402 -0.67712 -2.08169 -1.099 -0.256 -0.137
N -5.55358 2.05476 1.71233 0.998 -0.604 0.143
N -5.73589 1.88099 -0.43337 0.738 -0.048 1.384
C 3.91046 -0.91184 -0.39079 -0.257 0.085 -0.110
C -2.94976 0.97468 1.88305 -0.115 -0.020 -0.266
C 0.79232 -0.97815 2.17207 0.209 0.027 0.225
C -1.16987 -0.36913 0.97332 -0.072 0.109 0.152
C -1.90454 -0.46131 -0.20838 0.405 -0.546 -0.460
C -5.63322 1.63602 -1.84667 -0.175 -0.271 -0.609
C 1.82276 -1.96876 -0.97965 0.123 0.017 -0.098
C 7.29047 0.05929 0.65843 0.458 -0.140 0.353
C 1.36592 -0.76430 -1.51510 0.853 -0.259 0.457
C 7.23606 0.47048 2.12321 -0.166 -0.111 -0.370
C 3.07806 -2.03197 -0.41575 0.156 0.174 -0.009
C -1.72460 0.35954 2.02960 0.284 -0.201 -0.049
C 2.20127 0.35432 -1.50506 -0.364 -0.113 -0.136
C -4.94920 1.57301 0.63688 -0.920 0.450 -0.356
C -3.12972 0.14787 -0.35619 -0.180 0.162 0.151
C -3.67225 0.89259 0.68817 0.573 -0.302 0.010
C -6.24860 0.29187 -2.22505 0.107 0.189 0.022
C 3.46255 0.28095 -0.95306 0.167 -0.225 0.118
C 5.23928 -1.03018 0.24673 0.171 -0.190 0.137
H -1.20157 0.44609 2.96804 0.080 -0.002 0.069
H -7.30165 0.27803 -1.95382 -0.052 -0.014 0.019
H 1.06830 0.04038 2.45986 -0.026 -0.037 -0.025
H 1.17322 -2.82714 -0.99698 0.057 -0.105 0.008
H -0.10620 0.19000 -2.55125 -0.107 0.054 -0.097
H -3.62768 -0.00926 -1.29691 -0.165 0.067 -0.067
H -4.58434 1.69308 -2.14597 -0.118 0.095 0.054
H 6.76760 1.44683 2.22376 0.002 0.097 0.040
H -3.37979 1.53434 2.69895 0.009 0.046 0.079
H 6.66221 -0.25819 2.69049 -0.002 -0.035 0.073
H 0.25848 -1.46403 2.99272 -0.008 0.018 -0.046
H 7.71884 -0.94406 0.56465 -0.025 0.204 -0.057
H -6.15929 0.14145 -3.29684 -0.005 -0.061 -0.114
H 1.85125 1.28249 -1.93520 -0.039 0.109 -0.012
H -6.18823 2.44272 -2.33296 0.203 -0.059 0.073
H 4.10401 1.14800 -0.94337 0.027 0.066 -0.018
H -5.74818 -0.53050 -1.71879 0.022 -0.084 0.027
H 1.69205 -1.54259 1.93439 -0.051 0.056 0.064
H 7.87472 0.77072 0.07083 -0.078 -0.119 0.039
H 3.44517 -2.95362 0.01054 0.010 -0.081 0.034
H 8.24355 0.51614 2.52642 0.110 0.021 0.074
```
Positions in Å, forces in eV/Å.

For the electronic energy, the calculation gives -48565.9577 eV. The strongest force on any atom comes out at 0.03051 hartree/bohr. Its spin multiplicity is 1. Its frontier orbital gap is 0.329 Eh. The structure (SMILES) is CCOC(=O)c1ccc(NS(=O)(=O)c2cc(-c3nnnn3CC)ccc2OC)cc1. Its molar mass is 431.474 g/mol. Its HOMO energy is -8.8443 eV. The energy above the lowest of the compared OMol25 structures with the same formula, charge and spin is 253.7 kJ/mol. The net charge is 0.

Here are the Mulliken charges for atoms 1 to 6, given in e: number 1, S, carries 1.296; number 2, O, carries -0.354; number 3, O, carries -0.625; number 4, O, carries -0.753; number 5, O, carries -0.662; number 6, O, carries -0.200



No. 5
The following is a DFT calculation (ωB97M-V/def2-TZVPD) of one molecule with the formula C4H12N2S at a distorted geometry.

XYZ file:
```
19
Properties=species:S:1:pos:R:3:forces:R:3
S -3.38805 -1.23350 -1.72437 -0.552 -0.630 -2.053
N -0.33234 0.80950 -0.00059 -2.650 -0.128 -0.271
N 2.74320 -0.18025 1.56665 -1.170 0.949 -1.278
C -1.38226 0.27935 -1.01900 6.052 0.440 -1.729
C 1.09045 0.45297 -0.12706 -1.927 1.710 -0.853
C 1.86420 0.97459 1.07901 2.388 -1.960 -0.469
C -1.84921 -1.17846 -0.80244 1.274 0.463 -1.506
H 1.39473 0.86462 -1.13159 0.131 -0.154 1.142
H -0.75032 0.62594 0.93326 0.893 0.128 -0.784
H -4.48281 -1.42547 -0.98321 0.544 -0.139 0.960
H -1.98864 1.10430 -1.30870 -1.653 0.055 0.838
H 1.15469 -0.59044 -0.22053 0.754 -1.643 0.159
H 1.32560 1.35058 1.91570 -1.226 0.371 0.264
H 2.23273 -0.84409 2.14672 0.352 0.496 0.104
H 3.49307 0.28716 2.01397 0.794 -0.347 1.052
H -1.01704 -1.87686 -1.23156 -1.886 1.033 0.417
H -1.95759 -1.50580 0.19318 -0.273 0.140 1.397
H -0.74630 0.33110 -2.11896 -1.408 -0.641 2.804
H 2.59589 1.75477 0.81952 -0.437 -0.142 -0.197
```
Positions in Å, forces in eV/Å.

For the electronic energy, the calculation gives -18155.5997 eV. The strongest force on any atom comes out at 0.12270 hartree/bohr. Its spin multiplicity is 1. Its frontier orbital gap is 0.344 Eh. The structure (SMILES) is NCCNCCS. Its molar mass is 120.221 g/mol. Its HOMO energy is -8.4504 eV. The energy above the lowest of the compared OMol25 structures with the same formula, charge and spin is 233.4 kJ/mol. The net charge is 0.

Here are the Mulliken charges for atoms 1 to 6, given in e: number 1, S, carries -0.291; number 2, N, carries -0.379; number 3, N, carries -0.608; number 4, C, carries -0.824; number 5, C, carries -0.487; number 6, C, carries -0.337



No. 6
The following is a DFT calculation (ωB97M-V/def2-TZVPD) of one molecule with the formula C6H14O at a distorted geometry.

XYZ file:
```
21
Properties=species:S:1:pos:R:3:forces:R:3
O -0.81676 -0.99013 -2.81624 -2.972 -2.431 -0.888
C -0.10651 0.33227 1.02212 -2.136 -1.853 -1.352
C -0.66925 -0.60097 2.11602 -1.967 -1.894 2.886
C -0.68826 0.27183 -2.25597 1.983 0.751 -1.289
C 0.23736 -0.64557 -0.18540 3.269 0.478 2.853
C 1.15657 1.08713 1.44538 0.953 1.453 0.714
C 0.62008 0.08368 -1.45608 1.261 2.229 0.012
H -1.52856 0.42930 -1.49993 0.879 0.793 -1.421
H -1.07654 0.85701 0.64732 2.100 0.356 0.795
H -1.78764 -1.21080 -2.92860 1.801 0.348 0.016
H 0.03747 -1.32764 2.56449 0.209 -0.003 -1.063
H 1.48205 -0.30898 -2.04864 -1.239 -0.595 0.093
H -0.61046 -1.21647 -0.42877 -0.878 -1.313 0.120
H 2.15699 0.61221 1.30179 -1.055 -0.623 -0.423
H -1.69783 -1.23170 2.05350 2.352 1.295 -1.341
H -0.98885 -0.22456 3.11450 0.464 1.391 -0.663
H -0.47963 0.94322 -3.24226 -1.090 -0.373 2.858
H 1.10419 -1.27353 0.37976 -1.899 0.853 -2.052
H 1.09570 1.07874 -1.24872 -0.763 -0.401 0.326
H 1.34036 2.06201 0.92274 -0.667 -0.658 0.488
H 1.21952 1.27297 2.54298 -0.603 0.197 -0.672
```
Positions in Å, forces in eV/Å.

For the electronic energy, the calculation gives -8494.0656 eV. The strongest force on any atom comes out at 0.08490 hartree/bohr. Its spin multiplicity is 1. Its frontier orbital gap is 0.401 Eh. The structure (SMILES) is CC(C)CCCO. Its molar mass is 102.177 g/mol. Its HOMO energy is -10.0039 eV. The energy above the lowest of the compared OMol25 structures with the same formula, charge and spin is 272.7 kJ/mol. The net charge is 0.

Here are the Mulliken charges for atoms 1 to 6, given in e: number 1, O, carries -0.513; number 2, C, carries 0.904; number 3, C, carries -1.479; number 4, C, carries -0.438; number 5, C, carries -1.157; number 6, C, carries -1.429



> Which of these has the highest spin multiplicity?

C20H47NO4P3Ru



> Look up the strongest force on any atom of the fifth one.

0.12270 hartree/bohr



> What is the formula in the fourth record?

C19H21N5O5S



> Which formula does entry 5 have?

C4H12N2S